(1)
A structure of composition C10H21Br3ClN in a non-equilibrium geometry, computed with ωB97M-V/def2-TZVPD.

Last column: Mulliken spin population.
Atoms and positions in Å:
1 C -0.33 2.94 3.72  0.000
2 C 0.00 1.43 3.47  0.189
3 C -0.29 0.96 2.07  -0.050
4 C 0.01 -0.66 2.00  1.542
5 N 0.00 -1.23 0.52  -4.880
6 C -1.37 -0.85 -0.14  0.861
7 C -1.95 -2.10 -0.85  0.442
8 C -0.75 -3.09 -0.77  0.737
9 C 0.06 -2.75 0.49  1.878
10 C 1.21 -0.78 -0.27  0.654
11 H -0.87 3.38 2.88  -0.013
12 H 0.63 3.42 3.90  -0.036
13 H -1.08 3.13 4.49  -0.010
14 H -0.67 0.92 4.17  -0.164
15 H 1.04 1.19 3.68  0.047
16 H 0.39 1.55 1.45  0.075
17 H -1.33 1.19 1.86  0.036
18 H -0.82 -1.17 2.48  0.262
19 H 0.92 -1.01 2.49  0.442
20 H -1.19 0.11 -0.62  0.030
21 H -2.07 -0.68 0.67  0.085
22 H -1.97 -1.74 -1.88  0.078
23 H -2.94 -2.40 -0.51  -0.677
24 H -0.25 -3.36 -1.70  0.077
25 H -1.26 -4.02 -0.51  -0.304
26 H 1.08 -3.12 0.49  -0.424
27 H -0.44 -3.11 1.39  0.016
28 H 1.29 0.30 -0.13  0.115
29 H 1.10 -0.85 -1.35  0.092
30 H 2.07 -1.40 -0.02  -0.105
31 Cl -0.03 0.80 -3.30  0.002
32 C 1.83 2.63 -6.02  0.001
33 Br 3.19 1.64 -5.09  0.002
34 Br 1.61 1.81 -7.81  0.000
35 Br 2.24 4.53 -5.83  0.000
36 H 0.94 2.41 -5.43  0.000

Values from the calculation:
energy	-8630.50578	a.u.
F_max	3.9	eV Å⁻¹
spin multiplicity	2
charge	-1
M	430.450	g mol⁻¹
<S²>	0.750

---

(2)
A structure of composition C10H21CeN3P in a non-equilibrium geometry, computed with ωB97M-V/def2-TZVPD.

Last column: Löwdin charge in e.
Atoms and positions in Å:
1 C 0.62 -2.04 -0.29  -0.341
2 C 1.73 -2.36 -1.10  -0.198
3 C 2.49 -1.52 -1.98  -0.144
4 C 2.24 -0.13 -2.27  -0.187
5 C 1.26 0.75 -1.78  -0.305
6 Ce 0.06 0.09 -0.13  1.051
7 P -1.40 -0.95 2.05  0.790
8 H 0.08 -2.79 0.31  -0.002
9 H 2.09 -3.42 -1.09  0.111
10 H 3.33 -1.98 -2.55  0.101
11 H 1.02 1.80 -2.01  0.029
12 H 2.91 0.35 -3.02  0.108
13 H -1.04 -0.27 3.31  -0.045
14 H -1.20 -2.33 2.37  -0.052
15 H -2.84 -0.75 1.87  -0.023
16 C -2.30 1.71 3.34  -0.086
17 N -2.54 2.81 2.39  -0.118
18 C -3.42 3.80 2.90  -0.059
19 C -2.01 2.84 1.14  -0.362
20 N -1.14 1.90 0.80  -0.099
21 N -2.19 3.81 0.21  -0.101
22 C -2.95 5.06 0.35  -0.037
23 C -1.51 3.69 -1.12  -0.019
24 H -2.82 1.95 4.28  0.101
25 H -1.26 1.59 3.60  0.074
26 H -2.77 0.78 2.99  0.018
27 H -2.88 4.75 2.98  0.110
28 H -4.31 3.85 2.26  0.109
29 H -3.72 3.47 3.90  0.096
30 H -0.91 1.35 1.64  -0.059
31 H -2.26 5.91 0.19  0.112
32 H -3.70 5.07 -0.46  0.109
33 H -3.43 5.12 1.33  0.041
34 H -0.43 3.63 -1.07  0.083
35 H -1.86 2.84 -1.69  0.091
36 H -1.76 4.59 -1.71  0.103

Values from the calculation:
energy	-1373.83646	a.u.
F_max	3.7	eV Å⁻¹
charge	+1
M	354.389	g mol⁻¹

---

(3)
A structure of composition C10H21ClI2N2O2PTl in a non-equilibrium geometry, computed with ωB97M-V/def2-TZVPD.

Last column: Löwdin charge in e.
Atoms and positions in Å:
1 I -1.50 -1.40 -1.38  0.791
2 I -1.45 2.18 -2.50  0.813
3 Tl 1.58 0.72 -0.60  0.537
4 P -0.03 0.35 -3.88  0.532
5 C -1.35 -0.07 -5.05  -0.266
6 C 0.94 1.45 -4.93  -0.251
7 H 1.93 -1.08 -3.43  0.041
8 H 1.26 -1.25 -5.10  0.099
9 H 0.46 -2.07 -3.70  0.039
10 C 1.00 -1.17 -4.02  -0.212
11 H 1.91 1.67 -4.48  0.067
12 H 1.07 0.91 -5.88  0.082
13 H -0.85 -0.25 -6.01  0.077
14 H -2.07 0.74 -5.17  0.051
15 H 0.44 2.40 -5.13  0.063
16 H -1.88 -0.96 -4.71  0.052
17 C -3.20 0.24 -1.52  -0.596
18 O -4.31 0.13 -1.23  0.113
19 Cl 3.92 0.77 -1.75  -0.249
20 C 2.53 0.61 2.61  -0.053
21 N 1.28 0.06 3.09  -0.071
22 C 1.34 -0.92 4.13  -0.148
23 C 0.06 -0.91 4.92  -0.141
24 C -1.13 -1.05 4.04  -0.137
25 N -1.05 -0.09 2.95  -0.054
26 C -2.29 0.34 2.34  -0.026
27 C 0.09 0.60 2.61  -0.474
28 O 0.09 1.62 1.88  -0.075
29 H 2.33 1.50 2.00  0.060
30 H 3.10 -0.10 1.99  0.094
31 H 3.15 0.86 3.49  0.119
32 H 1.55 -1.93 3.74  0.145
33 H 2.17 -0.65 4.78  0.135
34 H -0.02 0.04 5.48  0.143
35 H 0.06 -1.73 5.64  0.134
36 H -2.05 -0.82 4.58  0.136
37 H -1.25 -2.07 3.62  0.144
38 H -2.83 -0.52 1.94  0.088
39 H -2.92 0.80 3.11  0.113
40 H -2.08 1.07 1.54  0.087

Values from the calculation:
energy	-2222.34840	a.u.
F_max	4.2	eV Å⁻¹
charge	+2
M	725.908	g mol⁻¹

---

(4)
A cluster of 2 separate species, C10H21N4O in total in a non-equilibrium geometry, computed with ωB97M-V/def2-TZVPD.

Last column: Löwdin charge in e.
Atoms and positions in Å:
1 C 0.49 0.07 -1.12  0.017
2 C -0.56 -1.81 1.07  -0.384
3 C -0.16 0.56 -2.10  -0.182
4 C -1.22 -0.39 1.08  -0.009
5 C 0.20 0.26 -3.58  0.014
6 C -1.29 1.61 -1.82  -0.003
7 C 1.60 1.48 0.92  -0.046
8 C 2.60 -3.12 0.01  -0.066
9 C 2.01 0.02 0.58  -0.136
10 C 1.09 -3.07 -0.29  -0.156
11 N 1.02 -0.62 -0.24  -0.044
12 N 0.51 -1.83 0.18  -0.040
13 N -2.02 -0.34 2.08  0.107
14 N -3.41 3.66 2.46  -0.052
15 O -1.08 -2.79 1.58  0.084
16 H -0.68 0.39 -4.25  0.107
17 H 0.80 1.01 -3.96  0.061
18 H 0.48 -0.83 -3.58  0.108
19 H -1.04 2.54 -2.24  0.068
20 H -2.28 1.19 -2.20  0.127
21 H -1.37 1.87 -0.78  0.054
22 H 0.58 1.58 1.42  0.084
23 H 2.34 1.94 1.43  0.037
24 H 1.25 2.10 -0.04  0.121
25 H 2.71 -3.17 1.09  0.084
26 H 2.95 -4.09 -0.38  0.099
27 H 3.07 -2.27 -0.31  0.024
28 H 2.94 0.10 0.11  0.106
29 H 2.14 -0.55 1.55  0.164
30 H 0.94 -3.15 -1.48  0.166
31 H 0.66 -3.93 0.30  0.140
32 H -2.18 -1.18 2.70  0.143
33 H -2.58 0.50 2.36  0.130
34 H -3.28 4.00 1.46  0.034
35 H -2.91 4.23 3.15  0.001
36 H -4.33 4.05 2.84  0.038

Values from the calculation:
energy	-687.45406	a.u.
F_max	5.7	eV Å⁻¹
charge	+1
M	213.305	g mol⁻¹

---

(5)
A structure of composition C10H21NO in a non-equilibrium geometry, computed with ωB97M-V/def2-TZVPD.

Last column: Löwdin charge in e.
Atoms and positions in Å:
1 C 0.44 0.50 -1.16  -0.383
2 C -1.44 -0.86 -1.89  -0.051
3 C -0.56 0.95 -3.41  -0.059
4 C 2.88 0.16 -1.15  -0.037
5 C 1.57 -0.11 0.97  0.017
6 C -1.88 0.56 1.76  -0.062
7 C -0.44 -0.08 3.75  -0.071
8 C -0.20 -0.12 -2.39  -0.355
9 C 1.56 -0.32 -0.52  -0.327
10 C -1.08 -0.57 2.44  -0.574
11 N -0.27 -1.33 1.62  0.090
12 O 0.11 1.57 -0.72  0.100
13 H -2.17 -0.14 -1.52  0.081
14 H -1.20 -1.54 -1.08  0.068
15 H -1.90 -1.42 -2.70  0.080
16 H -1.16 0.52 -4.21  0.078
17 H 0.33 1.39 -3.84  0.079
18 H -1.14 1.74 -2.93  0.081
19 H 3.72 -0.40 -0.74  0.082
20 H 3.03 1.22 -0.93  0.092
21 H 2.87 0.02 -2.22  0.082
22 H 1.31 0.90 1.26  0.100
23 H 2.46 -0.48 1.47  0.113
24 H 0.73 -0.88 1.42  -0.059
25 H -2.49 1.09 2.49  0.069
26 H -1.20 1.27 1.29  0.056
27 H -2.53 0.15 0.99  0.063
28 H 0.19 -0.85 4.18  0.071
29 H -1.21 0.18 4.48  0.067
30 H 0.16 0.81 3.56  0.068
31 H 0.49 -0.85 -2.83  0.136
32 H 1.43 -1.38 -0.75  0.147
33 H -1.81 -1.37 2.70  0.156

Values from the calculation:
energy	-523.46134	a.u.
F_max	2.0	eV Å⁻¹
M	171.284	g mol⁻¹

---

(6)
A cluster of 2 separate species, C10H21O2S in total, computed with ωB97M-V/def2-TZVPD.

Last column: Löwdin charge in e.
Atoms and positions in Å:
1 C -1.17 -3.98 -2.30  0.031
2 C -1.87 -3.57 -1.26  -0.373
3 S -1.19 -3.58 0.35  1.192
4 O -0.86 -2.11 0.84  -0.436
5 C -1.97 -1.14 0.98  -0.169
6 C -1.72 0.09 0.15  -0.177
7 C -1.49 -0.13 -1.35  -0.218
8 C -0.08 -0.62 -1.70  -0.087
9 H -1.65 -4.12 -3.26  0.097
10 H -0.11 -4.19 -2.25  0.085
11 H -2.92 -3.32 -1.31  0.093
12 H 0.06 -3.90 -0.03  0.056
13 H -1.99 -0.90 2.04  0.132
14 H -2.91 -1.64 0.73  0.118
15 H -0.88 0.64 0.57  0.097
16 H -2.61 0.71 0.30  0.133
17 H -1.66 0.83 -1.83  0.112
18 H -2.26 -0.80 -1.75  0.097
19 H 0.52 -0.79 -0.81  0.064
20 H 0.46 0.12 -2.30  0.080
21 H -0.09 -1.54 -2.28  0.046
22 C 2.40 2.62 2.27  -0.161
23 C 2.21 3.66 1.18  -0.161
24 C 2.10 2.79 -0.06  -0.191
25 O 1.49 1.56 0.36  -0.173
26 C 1.48 1.50 1.79  -0.217
27 H 2.13 2.97 3.27  0.116
28 H 3.43 2.28 2.30  0.118
29 H 1.28 4.21 1.34  0.116
30 H 3.02 4.38 1.12  0.117
31 H 3.09 2.57 -0.48  0.120
32 H 1.49 3.23 -0.85  0.118
33 H 0.46 1.65 2.15  0.109
34 H 1.82 0.51 2.10  0.118

Values from the calculation:
energy	-941.93137	a.u.
F_max	0.3	eV Å⁻¹
charge	+1
M	205.343	g mol⁻¹